The following is a quantum chemistry calculation of a cluster of 13 separate species, C52H141N11O13 in total, from the OMol25 dataset.

Atoms and positions in Å:
C -4.39209 2.92639 3.23221
C -4.34420 1.40754 2.81377
C -5.23460 0.51949 3.69558
O -6.59097 0.90089 3.60656
C -7.49707 0.07232 4.31698
N -4.76608 1.38365 1.40570
H -5.34103 3.45793 3.16098
H -3.59868 3.44536 2.69437
H -4.05544 2.95659 4.26848
H -3.31596 1.05041 2.75649
H -4.91051 0.47994 4.73554
H -5.11433 -0.50827 3.35303
H -7.39601 -0.98334 4.06503
H -8.53767 0.34004 4.13375
H -7.47061 0.14547 5.40420
H -4.92431 0.40520 1.21156
H -5.67586 1.82159 1.43045
C 5.76685 5.89290 2.65481
C 4.32205 6.19121 2.98059
C 3.41992 5.45657 1.93453
O 3.72914 4.07247 1.78688
C 2.77725 3.47491 0.86567
N 4.12968 5.71812 4.37645
H 5.95737 4.82007 2.68366
H 6.47799 6.36341 3.33378
H 6.03056 6.13354 1.62493
H 4.11655 7.26132 2.95362
H 3.57019 6.03769 1.02469
H 2.36956 5.65561 2.14724
H 1.75549 3.80074 1.06046
H 2.72409 2.39080 0.76585
H 2.96664 3.84755 -0.14099
H 4.04200 4.71204 4.36154
H 4.93515 5.94789 4.94083
C 0.03464 -2.93512 2.07091
C 0.47519 -3.86875 0.91840
C 0.03556 -5.34360 1.00490
O -1.37939 -5.60386 1.30490
C -1.73816 -6.94065 1.73785
N 0.18630 -3.35569 -0.43003
H -0.98674 -3.08555 2.42056
H 0.16594 -1.89928 1.75803
H 0.63419 -3.14971 2.95555
H 1.56313 -3.84819 0.85468
H 0.58961 -5.76006 1.84614
H 0.39490 -5.94444 0.16945
H -1.75733 -7.64880 0.90945
H -2.74429 -6.97446 2.15577
H -1.02899 -7.39395 2.43046
H -0.79596 -3.57578 -0.51269
H 0.29319 -2.35167 -0.45487
C 0.41107 2.29564 -4.06046
C -0.41160 3.55396 -3.93702
C -0.53904 4.13167 -2.47969
O -1.36178 3.25556 -1.65329
C -2.75657 3.53860 -1.69451
N 0.16745 4.56176 -4.87602
H 0.30775 1.87721 -5.06163
H 0.10866 1.52496 -3.35144
H 1.48375 2.43667 -3.92792
H -1.41033 3.27434 -4.27235
H -0.78724 5.19061 -2.40786
H 0.43092 4.06731 -1.98661
H -2.98668 4.57779 -1.45950
H -3.23743 2.88925 -0.96291
H -3.19685 3.24649 -2.64789
H 0.34191 4.10661 -5.76061
H 1.11546 4.81595 -4.63778
C 5.45786 1.00566 0.11159
C 5.89879 0.92648 -1.34198
C 6.02267 -0.53185 -1.80361
O 6.27877 -0.61105 -3.20013
C 6.13262 -1.92050 -3.77494
N 4.93485 1.68425 -2.15453
H 6.13739 0.45050 0.75822
H 4.49670 0.51457 0.26355
H 5.36774 2.05365 0.39742
H 6.80203 1.53599 -1.36954
H 5.10682 -1.08094 -1.58493
H 6.84639 -0.98879 -1.25518
H 6.15639 -1.81229 -4.85929
H 5.19286 -2.40327 -3.50681
H 7.03845 -2.49042 -3.56816
H 5.06569 2.68486 -2.11248
H 5.11842 1.41591 -3.11077
C -4.47842 -0.31543 -3.40753
C -4.98821 -0.10839 -4.84989
C -3.94063 0.39762 -5.82145
O -3.70897 1.79041 -5.66193
C -2.62691 2.28077 -6.43018
N -5.58651 -1.31130 -5.27047
H -3.61865 -0.98541 -3.40111
H -5.21858 -0.71738 -2.71566
H -4.18671 0.66964 -3.04334
H -5.78018 0.62611 -4.70368
H -4.31873 0.20626 -6.82570
H -3.05307 -0.22009 -5.68444
H -2.48910 3.35497 -6.30686
H -2.86078 2.13283 -7.48447
H -1.66578 1.88337 -6.10401
H -6.03523 -1.06267 -6.14048
H -6.36327 -1.51335 -4.65735
C -3.12762 6.00947 4.59664
C -3.39996 6.89533 3.33633
C -2.15312 6.85562 2.36964
O -2.01214 5.52487 1.92034
C -0.85310 5.29169 1.13896
N -4.63848 6.51330 2.72120
H -2.85198 4.99511 4.30821
H -4.06989 5.90575 5.13467
H -2.35882 6.31377 5.30688
H -3.48466 7.89717 3.75734
H -1.28610 7.18003 2.94507
H -2.40803 7.55395 1.57248
H -0.54654 4.24813 1.06740
H -0.01735 5.90217 1.48091
H -1.01732 5.72388 0.15187
H -4.65225 7.09298 1.89423
H -4.53195 5.63792 2.22879
C 2.76104 -4.23380 -4.02495
C 2.80748 -5.28769 -2.93906
C 3.93908 -5.01240 -1.84747
O 5.19537 -5.19842 -2.52733
C 6.34032 -5.24516 -1.66223
N 1.50834 -5.52101 -2.32375
H 1.89201 -4.47462 -4.63724
H 3.64010 -3.91423 -4.58462
H 2.50986 -3.25892 -3.60707
H 3.06186 -6.24846 -3.38663
H 3.82558 -5.66856 -0.98452
H 3.84310 -4.00382 -1.44541
H 7.22034 -5.21408 -2.30465
H 6.29737 -6.18708 -1.11539
H 6.47285 -4.38684 -1.00358
H 1.55572 -6.10872 -1.50372
H 1.33498 -4.59917 -1.94925
C -2.63416 -5.43784 -2.43936
C -1.89829 -5.17369 -3.77973
C -1.01480 -3.86706 -3.88019
O -1.86271 -2.74582 -3.84387
C -1.07385 -1.59606 -4.02088
N -0.98622 -6.30682 -3.95739
H -3.16757 -4.54462 -2.11418
H -2.03747 -5.67653 -1.55897
H -3.33524 -6.26854 -2.52008
H -2.61616 -5.24030 -4.59725
H -0.39951 -3.78161 -4.77587
H -0.29312 -3.77890 -3.06808
H -1.70192 -0.71678 -3.87771
H -0.67184 -1.57106 -5.03373
H -0.18506 -1.51530 -3.39508
H -1.46964 -7.16379 -3.72935
H -0.27048 -6.22117 -3.24994
C 4.31548 -2.54196 1.84692
C 5.54097 -2.96519 2.71474
C 6.40499 -3.93405 1.91532
O 7.40554 -4.54240 2.68472
C 7.06602 -5.53410 3.60752
N 6.33483 -1.75722 2.87327
H 4.63233 -2.02833 0.93923
H 3.64360 -1.87827 2.39116
H 3.73110 -3.41561 1.55827
H 5.22647 -3.32749 3.69347
H 6.95686 -3.45133 1.10877
H 5.84217 -4.73976 1.44398
H 7.97123 -6.00871 3.98626
H 6.55310 -6.34713 3.09372
H 6.45160 -5.10758 4.40040
H 5.95001 -1.32156 3.69924
H 7.26235 -2.01444 3.17928
C -2.13544 -0.03231 -0.87618
C -1.30379 0.40879 0.25417
C 0.19154 0.55838 -0.10409
O 0.68765 -0.63724 -0.70029
C 2.12510 -0.77403 -0.80988
N -1.74853 1.73153 0.64200
H -1.83177 -0.99811 -1.28005
H -2.10184 0.68698 -1.69447
H -3.19300 -0.12226 -0.62801
H -1.34996 -0.25923 1.11424
H 0.77579 0.82505 0.77661
H 0.43457 1.32799 -0.83671
H 2.52156 -0.09630 -1.56592
H 2.41772 -1.79740 -1.04483
H 2.53593 -0.41618 0.13418
H -1.68442 2.35047 -0.15355
H -2.72601 1.62769 0.87405
C 1.04131 4.93028 5.58599
C 0.51672 3.89674 4.48920
O 1.02773 2.58732 4.78582
C 0.25671 1.56733 4.14769
C 1.11721 0.28170 4.00458
H 0.64470 5.90322 5.29583
H 0.67822 4.53151 6.53322
H 2.13011 4.92350 5.63662
H -0.56501 3.87856 4.62199
H 0.73785 4.12824 3.44727
H -0.60049 1.21728 4.72282
H -0.07558 1.82836 3.14293
H 1.94389 0.39242 3.30283
H 0.43146 -0.51615 3.71947
H 1.48122 0.06510 5.00891
C -3.58195 -3.00016 1.12747
C -4.66472 -2.58025 0.14265
O -5.51060 -1.50700 0.66996
C -6.75047 -1.29059 -0.02888
C -7.77456 -0.39187 0.67122
H -3.10364 -2.10402 1.52276
H -3.97921 -3.51467 2.00244
H -2.83484 -3.65882 0.68465
H -4.16883 -2.23007 -0.76264
H -5.32891 -3.42793 -0.02588
H -6.62872 -0.85991 -1.02276
H -7.22175 -2.22966 -0.31894
H -8.54128 -0.15797 -0.06738
H -7.26573 0.53936 0.92026
H -8.17396 -0.84619 1.57795

Properties
- charge = 0
- 2S+1 = 1

---

The following is a quantum chemistry calculation of a cluster of 13 separate species, C52H143N13O13 in total, from the OMol25 dataset.

Atoms and positions in Å:
C 11.74988 -26.53726 -5.11468
C 11.27234 -25.15342 -5.57919
C 11.44005 -24.13360 -4.32026
O 10.85261 -24.29219 -3.09488
C 9.44625 -24.58660 -3.12299
N 12.08935 -24.66034 -6.66730
H 11.45858 -26.81775 -4.10247
H 12.83854 -26.54825 -5.06200
H 11.44593 -27.41820 -5.68009
H 10.25767 -25.23820 -5.96826
H 11.39327 -23.08088 -4.59899
H 12.48883 -24.31665 -4.08647
H 8.89212 -23.79925 -3.63396
H 9.12283 -24.65268 -2.08418
H 9.18014 -25.49817 -3.65810
H 11.70143 -25.05925 -7.51021
H 12.00460 -23.65423 -6.69297
C 10.20475 -28.03582 -9.54274
C 10.13863 -26.46966 -9.58949
C 9.36413 -25.93469 -8.46232
O 7.94951 -26.02087 -8.60256
C 7.18353 -25.38833 -7.57535
N 11.54481 -26.01088 -9.57886
H 10.51291 -28.29214 -8.52911
H 10.99057 -28.32183 -10.24186
H 9.21686 -28.43635 -9.77015
H 9.81555 -26.00017 -10.51863
H 9.61557 -24.87671 -8.38777
H 9.49321 -26.38381 -7.47756
H 6.20548 -25.30520 -8.04925
H 7.45695 -24.41508 -7.16777
H 6.97373 -26.02116 -6.71302
H 12.11639 -26.71765 -9.13855
H 11.86916 -25.96042 -10.53403
C 17.06280 -28.83711 -7.24213
C 17.79744 -27.43920 -7.38910
C 17.40840 -26.62454 -8.67181
O 16.05110 -26.45213 -8.99448
C 15.76659 -25.99640 -10.28035
N 17.50138 -26.64029 -6.22041
H 17.24024 -29.43245 -6.34648
H 17.34928 -29.45803 -8.09094
H 15.97535 -28.77106 -7.27661
H 18.83967 -27.75569 -7.34803
H 17.80284 -27.29026 -9.43948
H 17.92771 -25.66930 -8.74898
H 15.84095 -26.69287 -11.11551
H 16.49254 -25.24962 -10.60194
H 14.75043 -25.60477 -10.23426
H 16.52797 -26.39499 -6.33173
H 17.71442 -27.08499 -5.33897
C 10.05853 -34.94123 -8.32479
C 10.77363 -34.60567 -9.64876
C 9.90245 -35.25959 -10.77820
O 9.86848 -36.66479 -10.64672
C 9.10048 -37.34086 -11.60018
N 10.80507 -33.15955 -9.79396
H 10.53894 -34.51398 -7.44459
H 9.99439 -36.02358 -8.21294
H 9.03902 -34.55696 -8.29294
H 11.80663 -34.95092 -9.69124
H 10.25398 -34.89930 -11.74500
H 8.90508 -34.83303 -10.67147
H 8.88676 -38.38621 -11.37736
H 9.58419 -37.32020 -12.57676
H 8.20409 -36.72526 -11.52522
H 11.38735 -33.04436 -10.61114
H 9.94972 -32.87883 -10.25186
C 19.35247 -24.14812 -4.30012
C 19.05763 -24.59237 -2.80548
C 19.32991 -26.13015 -2.74114
O 18.29523 -26.97094 -3.26491
C 18.55556 -28.35294 -2.98575
N 19.76586 -23.75378 -1.88305
H 20.42360 -24.22293 -4.48770
H 18.97054 -23.14211 -4.47384
H 18.89903 -24.74316 -5.09285
H 17.97403 -24.47468 -2.79671
H 19.42757 -26.36942 -1.68221
H 20.31872 -26.42992 -3.08825
H 19.55502 -28.68443 -2.70418
H 18.23639 -28.78112 -3.93595
H 17.86339 -28.50385 -2.15735
H 19.44525 -22.81614 -2.07833
H 19.53214 -24.01122 -0.93479
C 6.99810 -27.77933 -0.88794
C 7.87019 -27.93018 0.39405
C 9.24848 -28.63977 0.06876
O 9.94037 -28.09569 -1.06439
C 11.11998 -28.72607 -1.46293
N 8.26968 -26.59265 0.79849
H 6.50346 -28.73913 -1.03703
H 7.51812 -27.58257 -1.82547
H 6.29800 -26.97376 -0.66653
H 7.36252 -28.40210 1.23527
H 8.97768 -29.69401 0.01074
H 10.06679 -28.59505 0.78742
H 11.64725 -28.08243 -2.16707
H 10.95666 -29.73403 -1.84431
H 11.72297 -28.83594 -0.56158
H 7.50436 -25.93664 0.86186
H 8.72553 -26.27429 -0.04470
C 8.19874 -28.95880 -4.29315
C 7.75571 -29.95146 -5.35850
C 6.46947 -29.56095 -6.15541
O 5.31792 -29.27003 -5.36816
C 4.66204 -30.39014 -4.79019
N 8.83439 -30.07718 -6.34802
H 9.13689 -29.26072 -3.82751
H 7.43476 -29.01723 -3.51790
H 8.29059 -27.93408 -4.65316
H 7.64633 -30.92345 -4.87748
H 6.17697 -30.40132 -6.78495
H 6.71187 -28.72419 -6.81051
H 3.63848 -30.22953 -4.45162
H 5.18975 -30.84469 -3.95174
H 4.69515 -31.23580 -5.47712
H 8.53939 -30.74780 -7.04324
H 8.83406 -29.29418 -6.98599
C 19.94924 -28.04332 -11.16264
C 19.90257 -29.13683 -12.24065
C 18.42093 -29.70308 -12.54500
O 17.96778 -30.25540 -11.31680
C 16.59862 -30.47250 -11.26175
N 20.50557 -28.51259 -13.45663
H 21.00774 -27.88126 -10.95911
H 19.35098 -28.36234 -10.30917
H 19.53810 -27.11722 -11.56438
H 20.43696 -30.02372 -11.90014
H 18.49306 -30.48302 -13.30301
H 17.72955 -28.98465 -12.98538
H 16.45155 -31.12547 -10.40146
H 16.18363 -31.04318 -12.09254
H 16.04522 -29.57227 -10.99452
H 20.71342 -29.31033 -14.04016
H 21.39199 -28.05326 -13.30371
C 14.35077 -36.41076 -12.29551
C 13.25897 -35.29880 -12.33792
C 13.84913 -33.90060 -12.05714
O 12.83728 -32.90384 -12.27801
C 13.22182 -31.51048 -12.18769
N 12.67203 -35.40032 -13.68928
H 13.93233 -37.41720 -12.28637
H 14.87709 -36.29407 -11.34816
H 15.02772 -36.36416 -13.14855
H 12.40761 -35.53238 -11.69861
H 14.63957 -33.70776 -12.78247
H 14.10400 -33.74623 -11.00865
H 12.34462 -30.88061 -12.03974
H 13.74118 -31.29670 -13.12185
H 13.89377 -31.17580 -11.39739
H 11.88261 -36.02548 -13.76732
H 12.41391 -34.45260 -13.92442
C 16.88942 -33.85565 -3.70085
C 16.15788 -32.51132 -3.62882
C 16.66695 -31.67676 -2.50365
O 16.62819 -32.57887 -1.32392
C 16.98126 -31.85914 -0.16942
N 16.40295 -31.83955 -4.88328
H 16.71876 -34.39292 -4.63376
H 16.62661 -34.48027 -2.84711
H 17.95821 -33.64219 -3.68635
H 15.09102 -32.72326 -3.55824
H 15.81941 -30.99983 -2.39629
H 17.60677 -31.13216 -2.59440
H 16.29428 -31.12135 0.24510
H 17.99532 -31.47442 -0.27790
H 17.04343 -32.62242 0.60623
H 16.23421 -32.52471 -5.60590
H 15.88571 -31.00178 -5.10849
C 18.06575 -32.22359 -7.76549
C 19.60648 -32.12006 -7.52433
C 20.10853 -30.72978 -8.06385
O 21.50345 -30.50725 -7.97517
C 22.18420 -31.05919 -9.05248
N 19.73975 -32.38653 -6.07747
H 17.87569 -31.94398 -8.80173
H 17.52712 -31.52294 -7.12747
H 17.63545 -33.22456 -7.73379
H 20.18067 -32.81256 -8.13983
H 19.61205 -29.91888 -7.53089
H 19.93790 -30.71154 -9.14026
H 22.04475 -32.13325 -9.17516
H 23.25832 -30.93642 -8.91357
H 22.13886 -30.53792 -10.00867
H 20.53604 -32.01186 -5.58185
H 18.94743 -31.99254 -5.59055
C 5.72715 -32.70986 -10.28477
C 6.98584 -32.65703 -9.42710
C 8.05089 -31.62309 -9.92258
O 8.53392 -31.97421 -11.23508
C 9.19342 -30.95902 -11.88707
N 6.54354 -32.52577 -8.03555
H 5.28423 -31.78791 -10.66149
H 5.00877 -33.46641 -9.96908
H 6.01519 -33.03673 -11.28392
H 7.44392 -33.64212 -9.51582
H 8.87707 -31.81021 -9.23665
H 7.58257 -30.64144 -9.85095
H 8.52451 -30.10101 -11.95382
H 9.31723 -31.39599 -12.87793
H 10.16921 -30.86222 -11.41108
H 6.59876 -33.42994 -7.58888
H 5.54692 -32.36664 -7.99646
C 14.17841 -30.98972 -7.79414
C 12.99130 -30.88724 -6.82137
C 13.18382 -29.84159 -5.70652
O 14.44792 -29.91616 -5.03420
C 14.62136 -28.73606 -4.19799
N 11.77150 -30.54760 -7.64256
H 14.46588 -29.98044 -8.08873
H 14.15293 -31.73839 -8.58594
H 15.08017 -31.27622 -7.25298
H 12.92606 -31.90436 -6.43499
H 12.41526 -30.04395 -4.96055
H 12.99590 -28.81854 -6.03230
H 13.83271 -28.42629 -3.51229
H 14.97942 -28.04995 -4.96554
H 15.50160 -28.91622 -3.58089
H 10.93603 -30.43910 -7.08548
H 11.58587 -31.37236 -8.19519

Properties
- charge = 0
- 2S+1 = 1
- energy relative to the best compared isomer or geometry (same formula, charge and spin) (kcal/mol) = 163.3

---

Quick rundown of maximum force, same order as above: 0.060; 0.084 hartree/bohr
Quick rundown of electronic energy, same order as above: -3645.907332; -3756.479925 Eh
Quick rundown of gap between HOMO and LUMO, same order as above: 8.967; 8.896 eV